DFT (the ωB97M-V functional and the def2-TZVPD basis) results for a cluster of 8 separate species, C33H87N5O10 in total in a non-equilibrium geometry.

Positions of all 135 atoms, in Å:
O (0.9675, 5.4952, 4.0586)
O (-1.6915, -1.6368, -3.6653)
O (-5.3660, -4.4583, 1.9236)
O (3.4938, 3.7012, -3.4417)
O (-0.6732, 7.5783, -1.5059)
O (2.3489, -2.6432, 5.3048)
O (3.7615, -2.4484, -0.5086)
O (1.0232, -5.3337, -0.9174)
O (-1.9708, 2.6398, -2.3385)
O (-0.7666, -0.8053, 0.6778)
N (0.9411, 2.4963, -3.1072)
N (-0.3452, -8.5157, 0.4722)
N (-0.2857, 5.5409, 1.6358)
N (-0.1785, 2.7850, 0.0748)
N (1.5664, -1.2264, 2.1291)
C (-0.1604, -7.0628, 0.3363)
C (-1.5077, 2.6560, -3.6833)
C (-0.1166, 3.2946, -3.7477)
C (0.0185, -6.3560, 1.6918)
C (-1.8601, 8.2840, -1.2079)
C (1.1234, -1.7971, 3.4056)
C (2.1431, -1.4646, 4.5280)
C (-3.2739, 2.1439, -2.1470)
C (2.7773, -1.6183, 0.0660)
C (-4.3143, -4.9415, 2.7621)
C (2.9296, -2.3290, 6.5529)
C (1.7863, 5.8805, 2.9591)
C (0.3113, 3.6536, -5.1788)
C (-2.6112, -2.7378, -3.4724)
C (1.1366, 5.2156, 1.7511)
C (-1.6309, 1.9222, 1.8070)
C (-0.4967, 6.7425, 0.8395)
C (4.6177, 1.6271, -2.8979)
C (-0.4494, 1.5727, 0.8517)
C (-3.8822, -2.1231, -2.9052)
C (3.6311, 3.0893, -1.0617)
C (-0.0236, -4.8104, -1.6946)
C (1.3897, 5.9114, 5.3291)
C (-1.1565, -1.9317, -0.0726)
C (-2.7682, -3.5562, -4.7509)
C (-3.2308, -3.8582, 2.8231)
C (4.0445, -2.1285, -1.8550)
C (2.5929, -2.0781, 1.5085)
C (-0.8156, 0.4139, -0.0222)
C (4.2742, 3.0164, -2.4387)
C (-0.2961, 6.5099, -0.6632)
C (0.9355, -6.7052, -0.6701)
C (-3.7735, -6.2180, 2.1006)
H (-3.9346, 2.6399, -2.8652)
H (2.2238, -1.8021, 7.2042)
H (-0.0814, 0.3696, -0.8420)
H (3.0134, 3.9761, -0.9629)
H (1.0382, -2.8818, 3.2762)
H (3.7481, 0.9732, -2.9961)
H (4.4404, 2.9578, -0.3391)
H (4.5762, -1.1789, -1.9361)
H (-1.4367, 1.6231, -4.0448)
H (-0.4818, -6.9263, 2.4771)
H (-3.6125, 2.3687, -1.1373)
H (-1.3243, 2.7229, 2.4747)
H (-2.4081, -4.1619, 3.4730)
H (3.4751, -2.0979, 2.1486)
H (-3.6377, -4.2026, -4.6162)
H (-0.7928, 2.7684, -0.7389)
H (0.8977, 1.5368, -3.4495)
H (-2.9038, -3.6110, 1.8142)
H (0.7422, -1.1404, 1.5192)
H (-0.4789, -5.3856, 1.6478)
H (-0.6418, 5.7329, 2.5636)
H (-1.9041, 8.9820, -2.0431)
H (-0.1585, 4.2278, -3.1797)
H (2.9641, 2.2398, -0.8943)
H (-3.3532, 1.0601, -2.2873)
H (1.3221, 4.0608, -5.1627)
H (-0.5006, -1.9027, -0.9520)
H (-2.1924, 3.2261, -4.3194)
H (0.5454, 5.9274, 6.0195)
H (0.7307, 6.2168, -0.8730)
H (3.2059, -3.2766, 7.0148)
H (0.1882, -3.7518, -1.8258)
H (-0.3333, 4.4361, -5.5843)
H (3.1129, -2.1132, -2.4317)
H (-4.6713, -5.2536, 3.7453)
H (0.8073, -7.2698, -1.6014)
H (0.5742, -8.9038, 0.6661)
H (3.8185, -1.7080, 6.3927)
H (1.8231, -1.7579, -0.4622)
H (-1.8868, -4.1229, -5.0388)
H (2.8024, 5.4832, 3.0504)
H (2.2838, -3.1324, 1.4512)
H (-2.7424, 7.6395, -1.1624)
H (-2.1229, -3.3451, -2.7081)
H (-3.4633, -6.0660, 1.0684)
H (-0.9494, 5.6550, -0.8775)
H (-3.6147, -1.4593, -2.0872)
H (2.1526, 5.2211, 5.7029)
H (-4.4875, -1.6023, -3.6495)
H (-2.9948, -2.8677, -5.5685)
H (0.7026, 2.4262, -2.1184)
H (2.6474, 3.1986, -3.5460)
H (-1.0586, -2.8612, 0.4812)
H (5.3368, 1.1437, -2.2300)
H (-1.5819, 6.8998, 0.9151)
H (-2.1797, -1.7969, -0.4413)
H (3.1130, -1.1253, 4.1566)
H (-0.0839, 7.6709, 1.2568)
H (-1.8029, 8.8790, -0.2917)
H (0.1679, -1.3781, 3.7175)
H (-0.9997, -4.9575, -1.2211)
H (-0.4006, 3.6565, 0.5430)
H (-2.1682, -0.8942, -4.0483)
H (1.7882, 6.9315, 5.3725)
H (1.7088, 5.5032, 0.8666)
H (4.6411, -2.9180, -2.3080)
H (3.1340, -0.5876, -0.0600)
H (-1.8224, 0.5568, -0.4320)
H (-0.0624, -5.2655, -2.6922)
H (1.7141, -0.6210, 5.0775)
H (-2.5799, 2.0865, 1.2938)
H (-3.5985, -2.9388, 3.2884)
H (-0.9259, -8.6839, 1.2822)
H (-4.4835, -2.9559, -2.5278)
H (1.2651, 4.1308, 1.7697)
H (-1.8599, 1.0179, 2.3886)
H (0.3195, 2.8322, -5.8982)
H (-1.0982, -6.5966, 0.0138)
H (1.8628, -7.0759, -0.2217)
H (-5.4885, -3.5157, 2.0646)
H (-2.8970, -6.5569, 2.6604)
H (5.1692, 3.6458, -2.4577)
H (1.0593, -6.2783, 2.0169)
H (5.1047, 1.6845, -3.8734)
H (-4.4799, -7.0395, 2.2180)
H (0.4283, 1.3105, 1.4496)
H (1.8635, 6.9633, 2.8269)

SMILES: COC[C@H](C)N.COC[C@H](C)N.COC[C@H](C)N.COCCNCCOC.COCCNCCOC.CC(C)O.CC(C)O.CC(C)O
Lowest unoccupied orbital energy in hartree: 0.01419
Energy relative to the best compared isomer or geometry (same formula, charge and spin) in eV: 0.000
2S+1: 1

DFT (the ωB97M-V functional and the def2-TZVPD basis) results for a cluster of 12 separate species, C33H90O15 in total in a non-equilibrium geometry.

Positions of all 138 atoms, in Å:
O (-16.4965, 0.1014, 24.3712)
O (-15.2010, 7.7593, 23.2361)
O (-17.8649, 2.4492, 23.2470)
O (-10.5103, 2.0514, 23.8402)
O (-16.6515, 4.0471, 27.2458)
O (-12.9124, 4.0391, 19.3423)
O (-12.3645, 4.0002, 24.7329)
O (-18.3246, 1.6111, 26.0246)
O (-14.8098, 2.7563, 23.1985)
O (-8.8200, 1.1339, 25.5191)
O (-12.4504, 6.7055, 24.0781)
O (-16.3565, -1.8549, 22.4099)
O (-10.9132, -0.4423, 26.9958)
O (-16.8176, 6.4138, 25.5314)
O (-12.3491, 2.7638, 21.6821)
C (-10.8997, 8.2542, 23.0205)
C (-19.1299, 5.9354, 25.2898)
C (-11.0013, 1.1225, 22.8718)
C (-11.5881, -1.7611, 25.0864)
C (-16.6118, -0.5871, 20.4362)
C (-14.7512, 3.9043, 24.0293)
C (-11.4204, 6.8201, 23.0998)
C (-15.7198, -1.4416, 21.2080)
C (-18.9117, 2.3977, 22.2658)
C (-16.0662, 3.7308, 28.4778)
C (-16.4243, 0.0403, 25.7262)
C (-13.0570, -1.4531, 27.1725)
C (-20.1681, 2.2398, 23.0836)
C (-14.8218, 2.8793, 28.3306)
C (-15.1754, 3.7212, 19.0311)
C (-11.9582, 6.2874, 21.7824)
C (-18.7800, 3.6086, 21.4654)
C (-13.6935, 3.7183, 25.1817)
C (-11.3531, 1.7952, 21.5278)
C (-13.8531, 4.8987, 17.3012)
C (-14.0598, 4.6514, 18.7795)
C (-14.4214, -0.7801, 21.6964)
C (-18.3122, 7.3698, 27.1578)
C (-8.2315, 2.3391, 25.9342)
C (-16.0973, 8.0538, 22.2734)
C (-7.1610, 2.0422, 26.9776)
C (-17.2019, 2.9356, 29.1618)
C (-18.1046, 6.9048, 25.7514)
C (-16.7698, 6.7274, 21.8740)
C (-11.9822, -0.8200, 26.2471)
C (-17.8455, 0.2754, 26.2722)
C (-15.4523, 8.7784, 21.0807)
C (-9.2718, 3.3315, 26.5510)
H (-17.8017, 3.8606, 21.0560)
H (-13.7485, -1.4334, 22.2519)
H (-12.4343, 0.0616, 25.7925)
H (-16.0801, 4.2262, 18.6925)
H (-20.2095, 1.3041, 23.6413)
H (-15.1074, 2.8082, 18.4396)
H (-13.8967, 4.2996, 26.0811)
H (-14.0206, 2.7584, 22.6521)
H (-6.7752, 2.9780, 27.3818)
H (-15.4088, -2.3441, 20.6818)
H (-10.2057, 8.4278, 22.1981)
H (-10.9904, -1.2738, 24.3161)
H (-18.4921, -0.4337, 25.7553)
H (-14.8118, 5.1614, 16.8540)
H (-16.9636, 0.3167, 20.9338)
H (-13.4462, 4.0945, 16.6882)
H (-11.7181, 8.8695, 22.6467)
H (-14.6499, 8.1909, 20.6344)
H (-15.7219, 7.4584, 23.9843)
H (-13.2968, 7.0510, 23.7851)
H (-12.9531, 6.6221, 21.4887)
H (-12.3656, 4.8862, 24.3634)
H (-16.0804, 9.0772, 20.2414)
H (-17.5170, -1.1016, 20.1135)
H (-16.3719, -1.1904, 23.1025)
H (-17.1159, 3.2441, 26.9986)
H (-10.5212, 8.5120, 24.0096)
H (-12.6177, 3.4662, 18.6306)
H (-18.1542, 3.4658, 29.1720)
H (-15.7848, 4.6502, 28.9914)
H (-12.4940, -2.1361, 24.6101)
H (-11.0701, -2.5719, 25.5986)
H (-14.9609, 9.6987, 21.3965)
H (-12.6426, -2.3937, 27.5354)
H (-20.2468, 3.1024, 23.7452)
H (-18.3123, 1.7638, 25.0769)
H (-7.4670, 1.4541, 27.8428)
H (-10.5522, 6.2145, 23.3597)
H (-13.2364, -0.7496, 27.9855)
H (-14.2959, 5.5835, 19.2930)
H (-17.3671, 2.0582, 28.5365)
H (-12.5215, 3.1950, 20.8419)
H (-13.1823, 5.7447, 17.1512)
H (-16.2287, 6.1321, 21.1386)
H (-15.9807, -0.8991, 26.0560)
H (-13.9462, -1.6024, 26.5600)
H (-17.0133, 2.5423, 22.8138)
H (-11.3226, 6.4311, 20.9086)
H (-19.3610, 7.6189, 27.3191)
H (-16.9746, 6.0784, 22.7254)
H (-11.8807, 0.6618, 23.3218)
H (-13.8216, -0.5142, 20.8260)
H (-20.0695, 6.4806, 25.2011)
H (-9.7068, 2.9333, 27.4677)
H (-11.1740, 2.7268, 23.9982)
H (-16.8241, 8.7562, 22.6816)
H (-16.0372, -0.3014, 19.5551)
H (-13.6461, 2.6792, 25.5073)
H (-17.7173, 6.8258, 21.3442)
H (-14.6599, 0.0642, 22.3434)
H (-10.3165, -0.0206, 26.3732)
H (-19.3971, 5.1730, 26.0215)
H (-7.6799, 2.7628, 25.0950)
H (-10.5069, 2.1964, 20.9701)
H (-6.2573, 1.6285, 26.5300)
H (-15.7242, 3.9329, 24.5197)
H (-11.7422, 1.0748, 20.8082)
H (-8.7866, 4.2396, 26.9090)
H (-16.8003, 5.5906, 26.0251)
H (-13.9740, 3.5331, 28.1257)
H (-14.4581, 2.3993, 29.2391)
H (-18.9246, 5.5198, 24.3033)
H (-21.0895, 2.2108, 22.5020)
H (-18.0282, 6.6705, 27.9442)
H (-16.8934, 2.5265, 30.1238)
H (-19.0102, 4.4494, 22.1197)
H (-14.8905, 2.0478, 27.6292)
H (-9.4583, 1.4385, 24.8700)
H (-15.7267, 0.8066, 26.0642)
H (-18.6633, 1.5948, 21.5717)
H (-15.2965, 3.4123, 20.0694)
H (-17.7967, 0.1192, 27.3498)
H (-16.9145, 0.9214, 24.0984)
H (-14.5176, 4.7206, 23.3457)
H (-10.1225, 3.6158, 25.9317)
H (-19.4870, 3.6076, 20.6358)
H (-12.1950, 5.2257, 21.8523)
H (-18.2385, 7.7048, 25.0233)
H (-10.3051, 0.3013, 22.7016)
H (-17.6744, 8.2372, 27.3277)

SMILES: CC(C)O.CC(C)O.CC(C)O.CC(C)O.CC(C)O.CC(C)O.CC(C)O.CC(C)O.CC(C)O.OCCO.OCCO.OCCO
Lowest unoccupied orbital energy in hartree: 0.00999
Energy relative to the best compared isomer or geometry (same formula, charge and spin) in eV: 0.000
2S+1: 1